{"formula": "C3H9N2OS", "method": "the ωB97M-V functional and the def2-TZVPD basis", "homo_lumo_gap_ev": [6.563, 6.573], "e_tot_ha": -702.29462, "fmax_ha_per_bohr": 0.0981, "total_charge": 1, "relative_energy_kj_mol": 340.71, "lumo_energy_ev": [-6.0, -6.0], "elements": ["H", "H", "H", "S", "O", "H", "H", "N", "H", "H", "H", "N", "C", "C", "H", "C"], "xyz": [[2.408, -2.006, 0.187], [1.690, -0.766, -1.900], [-1.001, 0.342, -1.260], [2.714, 0.982, -0.120], [0.902, -0.715, -1.357], [-0.552, 0.019, 1.624], [1.451, -1.640, 1.588], [-1.215, 0.504, -0.254], [-3.177, 0.323, -0.583], [-2.846, 1.306, 0.800], [-2.773, 1.956, -0.901], [1.568, -1.615, 0.576], [0.924, -0.586, 0.027], [-2.558, 1.048, -0.260], [2.794, 0.810, 1.217], [-0.331, 0.036, 0.615]]}